[1]
ORCA calculation (ωB97M-V/def2-TZVPD) on C19H40Cl28GaO as an isolated structure.

Element x y z (Å)
1 C 6.213 -2.857 -1.877
2 C 5.092 -2.565 -0.943
3 Ga 3.606 -4.041 -0.735
4 C 4.196 -5.156 0.946
5 O 4.932 -6.314 0.414
6 C 6.289 -5.930 -0.054
7 C 7.452 -7.020 0.440
8 H 6.065 -3.314 -2.965
9 H 7.311 -2.649 -1.472
10 H 4.963 -1.609 -0.281
11 H 2.189 -3.307 -0.508
12 H 3.553 -4.926 -2.075
13 H 3.262 -5.453 1.618
14 H 4.931 -4.552 1.656
15 H 6.645 -4.880 0.319
16 H 6.331 -5.941 -1.241
17 H 8.519 -6.512 0.566
18 H 7.165 -7.407 1.527
19 H 7.503 -7.916 -0.338
20 C 4.814 -2.959 -5.844
21 Cl 4.521 -1.755 -4.583
22 Cl 6.042 -4.125 -5.337
23 H 3.883 -3.491 -6.052
24 H 5.158 -2.451 -6.748
25 C 0.967 -0.523 -1.641
26 Cl 2.236 -0.576 -0.411
27 Cl 0.905 -2.034 -2.556
28 H 0.004 -0.364 -1.151
29 H 1.172 0.301 -2.328
30 C -1.107 2.521 -0.442
31 Cl -1.195 0.885 0.223
32 Cl -0.065 2.572 -1.869
33 H -2.112 2.846 -0.723
34 H -0.701 3.193 0.319
35 C -1.901 2.641 3.717
36 Cl -2.781 1.334 2.917
37 Cl -1.526 3.943 2.582
38 H -2.517 3.041 4.526
39 H -0.968 2.245 4.125
40 C 7.917 -6.693 -7.343
41 Cl 7.037 -8.001 -8.143
42 Cl 8.292 -5.391 -8.478
43 H 7.301 -6.293 -6.534
44 H 8.850 -7.089 -6.935
45 C 2.593 3.957 1.081
46 Cl 1.390 5.106 0.483
47 Cl 1.891 2.871 2.286
48 H 2.967 3.365 0.243
49 H 3.417 4.511 1.538
50 C -4.856 5.911 4.305
51 Cl -3.587 5.857 5.534
52 Cl -4.918 4.400 3.389
53 H -5.819 6.070 4.795
54 H -4.651 6.735 3.617
55 C 1.721 -0.165 -6.985
56 Cl 0.665 -0.804 -5.720
57 Cl 2.572 -1.469 -7.823
58 H 1.116 0.387 -7.708
59 H 2.456 0.504 -6.531
60 C -4.553 -1.209 4.923
61 Cl -3.136 -1.477 5.946
62 Cl -5.203 0.419 5.150
63 H -4.266 -1.335 3.877
64 H -5.323 -1.939 5.185
65 C -7.833 -2.110 3.295
66 Cl -8.127 -0.907 4.556
67 Cl -6.605 -3.276 3.802
68 H -8.765 -2.643 3.087
69 H -7.490 -1.602 2.391
70 C 0.207 3.609 -7.488
71 Cl 1.476 3.556 -6.259
72 Cl 0.144 2.098 -8.404
73 H -0.756 3.768 -6.998
74 H 0.412 4.433 -8.176
75 C -2.128 0.441 -3.834
76 Cl -3.331 1.590 -4.433
77 Cl -2.830 -0.645 -2.629
78 H -1.754 -0.151 -4.672
79 H -1.304 0.995 -3.377
80 C -8.566 6.851 6.470
81 Cl -7.236 8.010 6.351
82 Cl -8.103 5.282 5.801
83 H -8.835 6.725 7.521
84 H -9.424 7.236 5.913
85 C -8.778 6.724 10.786
86 Cl -9.658 5.416 9.986
87 Cl -8.403 8.026 9.651
88 H -9.394 7.124 11.596
89 H -7.845 6.327 11.194

Force components x, y, z for each atom (eV/Å):
C -1.66 1.35 2.92
C 1.88 -0.45 -3.39
Ga -0.06 0.75 0.09
C 0.07 1.21 0.87
O 2.14 0.57 0.28
C 0.93 -0.53 -0.40
C -0.57 0.00 0.51
H 0.36 0.22 3.23
H -2.07 0.29 -1.56
H 1.54 -2.00 -0.49
H 0.09 -0.40 0.31
H 0.12 -0.13 0.03
H 2.08 -0.03 -1.41
H -1.39 -1.11 -1.12
H -1.11 -1.86 -0.65
H -0.32 0.27 2.44
H -2.27 -0.98 -0.59
H 0.51 0.62 -2.41
H 0.00 1.81 1.87
C -0.34 0.22 -0.30
Cl -0.13 -0.01 -0.26
Cl 0.09 -0.17 -0.21
H 0.28 0.08 0.21
H 0.02 -0.16 0.31
C -0.03 -0.13 -0.18
Cl -0.13 0.58 0.02
Cl -0.23 0.12 -0.23
H 0.61 -0.32 -0.38
H 0.10 -0.37 0.15
C -0.28 0.13 0.31
Cl -0.20 0.49 0.17
Cl 0.09 0.45 -0.10
H 0.25 -0.18 -0.03
H 0.04 -0.34 -0.33
C 0.03 -0.16 0.42
Cl -0.10 0.12 0.36
Cl 0.02 0.18 0.23
H 0.05 -0.03 -0.31
H -0.18 0.07 -0.27
C 0.10 0.02 0.44
Cl 0.00 -0.08 0.07
Cl 0.05 0.05 0.08
H 0.06 -0.06 -0.34
H -0.23 0.08 -0.25
C 0.40 -0.18 -0.02
Cl 0.04 0.17 -0.08
Cl 0.16 -0.04 -0.07
H -0.25 0.08 0.19
H -0.33 -0.09 -0.05
C -0.28 0.29 -0.14
Cl 0.00 0.09 0.07
Cl -0.20 0.03 0.01
H 0.37 -0.16 -0.09
H 0.09 -0.28 0.16
C -0.02 0.19 -0.05
Cl 0.12 0.12 -0.05
Cl 0.05 0.01 -0.17
H 0.55 -0.80 0.56
H -0.13 -0.28 -0.02
C -0.04 -0.08 0.01
Cl 0.06 -0.08 -0.03
Cl 0.09 0.12 0.10
H 0.03 0.12 0.28
H 0.46 0.53 0.13
C -0.28 0.09 -0.32
Cl -0.32 -0.12 -0.13
Cl -0.39 -0.51 -0.42
H 0.29 0.08 0.16
H 0.02 -0.10 0.31
C -0.21 0.38 0.04
Cl -0.05 0.07 0.01
Cl -0.62 0.83 -0.50
H 0.27 -0.19 -0.07
H 0.06 -0.31 0.15
C 0.47 -0.30 -0.07
Cl 0.00 0.19 -0.11
Cl 0.05 0.00 -0.06
H -0.26 0.15 0.23
H -0.36 -0.14 -0.09
C -0.42 0.00 0.10
Cl -0.06 0.10 0.03
Cl -0.15 -0.08 0.04
H 0.22 -0.02 -0.37
H 0.32 -0.10 0.03
C 0.08 0.00 0.42
Cl 0.00 -0.05 0.07
Cl 0.08 0.13 0.26
H 0.08 -0.09 -0.31
H -0.22 0.08 -0.25

2S+1: 1
Kohn-Sham gap (eV): 4.84
Net charge: -1
Energy relative to the best compared isomer or geometry (same formula, charge and spin) (kJ/mol): 349.4
Maximum force (eV/A): 3.91

***

[2]
ORCA calculation (ωB97M-V/def2-TZVPD) on C19H40N2O3PPbSi as an isolated structure.

Element x y z (Å)
1 Pb 0.679 -0.184 0.988
2 C 5.688 2.861 1.118
3 N 4.599 2.161 1.762
4 C 4.854 1.860 3.159
5 C 3.453 1.806 1.217
6 O 2.578 1.198 1.875
7 C 3.211 2.135 -0.262
8 O 1.902 1.822 -0.688
9 C 1.016 2.903 -0.930
10 C -0.231 2.838 -0.045
11 O -0.554 1.747 0.493
12 N -0.968 3.916 0.102
13 C -2.135 3.897 0.967
14 C -0.735 5.173 -0.584
15 H 6.105 3.582 1.821
16 H 5.400 3.393 0.217
17 H 6.478 2.154 0.854
18 H 4.859 2.774 3.758
19 H 5.831 1.387 3.245
20 H 4.083 1.192 3.533
21 H 3.895 1.522 -0.861
22 H 3.440 3.187 -0.452
23 H 0.675 2.810 -1.973
24 H 1.514 3.869 -0.815
25 H -2.050 3.089 1.691
26 H -3.042 3.759 0.375
27 H -2.198 4.848 1.496
28 H -0.505 5.028 -1.638
29 H 0.077 5.734 -0.117
30 H -1.644 5.769 -0.517
31 C -4.892 -1.690 0.166
32 Si -4.178 -2.235 1.839
33 C -3.793 -4.093 1.908
34 C -5.013 -1.313 3.292
35 C -2.387 -1.466 2.021
36 C -1.310 -0.976 1.835
37 H -5.978 -1.745 0.179
38 H -4.563 -2.319 -0.656
39 H -4.638 -0.660 -0.073
40 H -4.744 -4.622 1.942
41 H -3.230 -4.377 2.792
42 H -3.257 -4.461 1.037
43 H -6.034 -1.691 3.342
44 H -5.063 -0.238 3.142
45 H -4.532 -1.506 4.246
46 C 3.038 -1.746 -2.467
47 C 1.548 -1.612 -2.765
48 P 0.489 -1.834 -1.277
49 C 0.635 -3.616 -0.792
50 C -0.185 -4.534 -1.695
51 C -1.286 -1.449 -1.673
52 C -1.723 -1.782 -3.099
53 H 3.602 -1.531 -3.371
54 H 3.303 -2.753 -2.158
55 H 3.354 -1.049 -1.695
56 H 1.251 -2.374 -3.493
57 H 1.323 -0.634 -3.192
58 H 0.318 -3.731 0.247
59 H 1.697 -3.873 -0.855
60 H -1.253 -4.348 -1.603
61 H -0.007 -5.568 -1.403
62 H 0.112 -4.442 -2.736
63 H -1.437 -0.385 -1.471
64 H -1.880 -2.000 -0.939
65 H -1.172 -1.211 -3.841
66 H -2.777 -1.526 -3.200
67 H -1.612 -2.838 -3.325

Force components x, y, z for each atom (eV/Å):
Pb -1.55 1.10 -0.25
C 0.61 0.31 -0.51
N -0.95 -0.19 0.06
C 0.01 -0.39 0.72
C 0.90 0.65 -0.95
O -1.93 -1.47 0.35
C 0.40 -0.02 -0.06
O -0.34 -0.38 0.37
C -0.31 0.21 -0.28
C 0.45 0.91 -0.37
O 0.38 -1.54 0.62
N 0.23 -0.76 0.10
C -0.50 -0.25 0.48
C 0.37 0.55 -0.43
H -0.10 -0.03 -0.06
H -0.14 0.01 -0.01
H -0.05 -0.01 0.05
H -0.03 0.00 -0.15
H -0.02 -0.01 0.00
H 0.15 0.05 0.07
H 0.00 0.17 0.07
H 0.00 -0.12 0.01
H 0.06 0.17 0.17
H 0.00 -0.12 -0.01
H -0.05 0.08 -0.07
H 0.03 0.03 0.02
H 0.05 -0.07 -0.06
H -0.03 -0.04 -0.02
H -0.04 0.01 0.05
H 0.12 -0.08 -0.05
C 0.40 -0.13 0.44
Si 0.43 0.54 0.62
C -0.55 0.69 0.23
C 0.04 -1.03 -0.75
C -2.54 -1.17 -0.43
C 4.41 1.80 -0.74
H -0.14 -0.07 0.15
H 0.11 -0.17 -0.09
H 0.06 0.18 0.08
H -0.09 -0.17 0.01
H 0.02 0.09 0.15
H 0.04 0.17 -0.20
H -0.18 0.06 0.18
H 0.09 0.08 -0.23
H 0.10 -0.11 0.07
C 0.03 -0.07 0.01
C 0.18 0.61 0.63
P -0.61 -1.11 -1.05
C 0.32 0.49 0.55
C -0.21 0.13 -0.28
C 0.32 0.24 0.54
C 0.32 -0.11 -0.22
H 0.04 0.03 -0.05
H 0.04 -0.07 0.06
H 0.10 0.10 0.07
H -0.36 -0.06 0.17
H -0.08 -0.01 -0.03
H 0.03 0.06 0.03
H -0.04 0.13 0.12
H -0.04 -0.02 -0.02
H 0.09 0.02 0.13
H -0.04 -0.03 -0.12
H -0.05 -0.01 0.04
H 0.09 0.07 0.10
H 0.01 0.06 -0.06
H -0.02 0.03 0.07
H -0.03 -0.03 -0.03

2S+1: 1
Kohn-Sham gap (eV): 4.60
Net charge: +3
Energy relative to the best compared isomer or geometry (same formula, charge and spin) (kJ/mol): 282.2
Maximum force (eV/A): 4.82

***

[3]
ORCA calculation (ωB97M-V/def2-TZVPD) on C19H40NP3SSm as an isolated structure.

Element x y z (Å)
1 Sm -1.204 0.512 0.432
2 P 0.145 -1.841 1.648
3 P 1.197 1.919 1.273
4 P -2.350 -1.485 -1.361
5 H -0.702 2.606 -1.388
6 C -1.641 2.076 -1.172
7 C -2.424 2.360 -0.058
8 H -2.153 3.141 0.673
9 C 1.501 -2.772 0.844
10 C 0.856 -1.527 3.307
11 C -1.046 -3.177 2.049
12 C 1.397 3.673 0.786
13 C 1.475 1.999 3.086
14 C 2.763 1.168 0.675
15 C -3.156 -1.059 -2.948
16 C -3.717 -2.392 -0.529
17 C -1.262 -2.867 -1.885
18 H -2.039 1.539 -2.044
19 H -3.463 1.990 0.030
20 H 1.836 -3.593 1.491
21 H 2.342 -2.093 0.652
22 H 1.158 -3.178 -0.115
23 H 0.958 -2.483 3.838
24 H 0.184 -0.870 3.875
25 H 1.836 -1.042 3.223
26 H -0.604 -3.823 2.819
27 H -1.286 -3.773 1.160
28 H -1.973 -2.737 2.441
29 H 1.436 4.302 1.686
30 H 0.530 3.972 0.182
31 H 2.312 3.814 0.195
32 H 2.306 1.348 3.387
33 H 0.562 1.672 3.603
34 H 1.692 3.036 3.372
35 H 3.565 1.919 0.697
36 H 2.632 0.825 -0.360
37 H 3.041 0.306 1.298
38 H -3.543 -1.971 -3.426
39 H -2.430 -0.573 -3.613
40 H -3.986 -0.367 -2.760
41 H -4.156 -3.128 -1.218
42 H -4.490 -1.669 -0.234
43 H -3.357 -2.900 0.375
44 H -1.780 -3.470 -2.643
45 H -0.989 -3.504 -1.034
46 H -0.347 -2.446 -2.324
47 C 1.872 0.944 -3.958
48 C 3.147 0.164 -4.211
49 C 4.202 0.568 -3.246
50 C 4.187 1.815 -2.682
51 C 3.077 2.689 -2.828
52 C 1.911 2.246 -3.445
53 S 0.631 -0.104 -4.179
54 H 2.729 -0.867 -4.104
55 H 3.517 0.286 -5.247
56 H 5.035 -0.116 -3.108
57 H 5.041 2.166 -2.097
58 H 3.137 3.700 -2.423
59 H 1.002 2.849 -3.462
60 C -3.783 -0.007 4.575
61 C -3.001 0.113 3.376
62 N -2.376 0.235 2.395
63 H -3.335 -0.764 5.237
64 H -4.810 -0.314 4.321
65 H -3.812 0.960 5.101

Force components x, y, z for each atom (eV/Å):
Sm 2.98 -5.73 2.90
P 0.63 -0.94 0.25
P 1.53 0.25 0.38
P -0.58 -1.47 -0.81
H 0.02 -0.33 0.51
C -3.26 4.40 -0.75
C -0.58 3.20 -3.99
H 0.31 -0.54 -0.08
C -0.01 0.19 -0.21
C -0.16 0.32 0.05
C -0.26 0.18 -0.02
C -0.51 0.23 -0.37
C -0.47 -0.17 0.27
C -0.19 -0.28 -0.32
C 0.12 0.56 0.07
C 0.03 0.35 0.34
C 0.39 0.25 0.09
H 0.12 -0.43 0.50
H 0.52 -0.25 -0.05
H -0.10 0.21 -0.15
H -0.12 -0.22 0.02
H 0.15 0.05 0.21
H 0.08 0.28 -0.12
H 0.23 -0.17 0.03
H -0.23 -0.14 0.06
H -0.14 0.07 -0.25
H 0.06 0.11 0.26
H 0.16 -0.24 -0.03
H -0.02 -0.12 -0.37
H 0.34 0.28 0.09
H -0.31 -0.04 0.18
H -0.25 0.21 -0.08
H 0.34 0.15 0.12
H -0.02 -0.37 0.02
H -0.20 -0.26 0.10
H 0.20 0.09 0.15
H -0.06 0.24 -0.16
H 0.13 0.26 0.21
H -0.15 -0.12 0.03
H 0.09 -0.16 -0.15
H 0.17 0.21 0.19
H 0.02 -0.27 -0.08
H -0.13 0.06 -0.25
H 0.11 0.16 0.26
H -0.10 0.15 -0.25
H -0.16 -0.21 -0.01
C 0.58 -2.10 -0.61
C -0.41 0.10 1.00
C 0.52 0.93 -0.05
C 1.13 -1.42 0.16
C -1.76 -0.18 -1.10
C 0.65 1.65 0.92
S -2.21 0.79 0.41
H 1.49 0.46 -0.31
H -0.11 0.05 0.26
H 0.06 0.30 -0.01
H -0.26 -0.24 -0.16
H -0.09 -0.25 -0.08
H 0.29 -0.02 -0.07
C -0.26 -0.13 0.48
C 1.00 0.35 -1.70
N -1.57 -0.29 2.40
H -0.10 0.19 -0.19
H 0.28 0.09 0.02
H 0.03 -0.24 -0.19

2S+1: 6
Kohn-Sham gap (spin up / spin down) (eV): 3.46 / 3.68
Net charge: +3
Energy relative to the best compared isomer or geometry (same formula, charge and spin) (kJ/mol): 218.8
Maximum force (eV/A): 7.08
⟨S²⟩: 8.767